(1)
DFT (wB97M-V/def2-TZVPD) results for a molecular structure, C21H29FeGeN4O3S.

```
! RIJCOSX wB97M-V def2-TZVPD def2/J DEFGRID3
* xyz -1 1
H 0.22 4.40 2.92
C 3.12 -0.23 2.86
C -1.30 -4.70 -3.74
Fe -0.69 0.87 0.28
H -4.11 4.20 0.18
O -1.75 -0.15 1.70
H 1.81 2.10 -4.33
H -3.10 5.05 1.29
H 3.98 -0.43 3.49
N -1.30 3.48 1.38
H -1.62 -3.80 -4.28
H -2.89 -0.95 3.64
C -2.95 -4.25 -0.53
O -2.12 -4.93 -2.61
C -3.00 -3.34 0.49
C -2.33 -1.24 1.62
H 1.96 -1.28 -1.57
C 0.26 1.81 -1.26
C 1.37 1.23 2.12
C -2.26 -2.13 0.48
H 2.56 3.35 -3.33
H 3.52 1.96 -3.87
N -0.47 2.41 1.38
H 3.19 -0.81 -2.77
H -0.41 1.72 -2.12
H -0.25 -4.59 -3.45
C 0.57 2.45 2.16
H -3.52 -5.17 -0.51
C 1.55 -0.87 1.19
H 3.54 0.90 0.17
H 3.11 -2.16 1.89
H -3.63 -3.56 1.34
H -0.77 -2.56 -2.55
S -2.72 1.93 -0.35
C 0.95 3.60 3.04
Ge 2.00 1.29 -1.88
N 0.94 0.31 1.24
C 2.53 2.28 -3.53
H 0.33 2.90 -1.07
C -1.46 -1.82 -0.67
C 2.17 -0.61 -2.41
C 2.47 1.00 2.94
H 2.81 1.76 3.62
H 3.30 2.63 -0.12
C 3.47 1.67 -0.60
H 1.94 3.98 2.78
H -1.42 -5.57 -4.38
H 1.13 -1.58 0.48
H -4.22 -1.45 2.59
H 4.43 1.71 -1.13
C -2.12 -3.97 -1.64
H -3.04 -2.65 3.14
C -3.16 -1.62 2.83
N -3.19 4.39 0.53
C -2.34 3.31 0.59
C -1.40 -2.81 -1.71
C 2.64 -1.18 1.98
H 0.97 3.31 4.09
H 1.46 -0.84 -3.20
O -0.79 -0.76 -0.84
*
```

Results
HOMO level (spin up / spin down) = -3.8474 / -3.8478 eV
strongest force on any atom = 0.228 eV/Å
LUMO (spin up / spin down) = 2.9 / 2.9 eV
energy above the lowest of the compared OMol25 structures with the same formula, charge and spin = 0.0 kJ/mol
gap between HOMO and LUMO (spin up / spin down) = 6.709 / 6.710 eV

---

(2)
DFT (wB97M-V/def2-TZVPD) results for 10 unconnected molecules or ions with the total composition C48H89F9O27.

```
! RIJCOSX wB97M-V def2-TZVPD def2/J DEFGRID3
* xyz 0 1
C 0.02 -13.42 25.45
O -1.85 -11.52 15.41
C 1.68 -8.86 20.78
C -10.22 -9.45 22.74
C -6.12 -4.38 21.83
H -1.36 -16.50 19.39
H -11.12 -8.57 18.51
H -0.51 -10.36 16.44
H -3.29 -14.35 23.66
O -8.13 -8.71 28.31
C -6.14 -6.56 22.41
H -5.33 -6.62 19.35
H 0.61 -14.70 20.28
H -17.00 -5.92 19.36
C -3.21 -11.75 15.49
O -3.59 -11.13 16.70
C -9.33 -14.59 20.30
H -8.17 -13.45 25.76
O 0.45 -9.54 20.96
C -10.04 -15.32 19.15
C -7.71 -10.63 26.66
O 2.14 -14.55 24.17
F -9.93 -7.05 28.88
H -6.86 -10.35 28.79
H -0.12 -16.56 18.00
F -6.68 -10.45 21.75
H -16.15 -4.58 20.00
H -7.79 -6.78 21.25
C -0.02 -9.69 22.25
H 0.96 -19.27 19.96
H -3.70 -9.98 19.13
F 1.54 -16.21 22.25
O -3.91 -12.41 14.72
H -6.17 -15.16 24.87
F -6.74 -11.84 23.38
O -3.42 -11.64 27.54
C 3.33 -3.86 18.87
H 3.62 -2.95 19.38
H 5.19 -6.65 18.15
C -6.81 -6.37 21.03
H -1.10 -12.33 24.06
H -4.91 -13.94 27.78
H -2.86 -15.48 22.35
H -9.16 -14.33 26.83
H 0.74 -12.18 23.79
O -6.78 -4.97 20.87
H -0.44 -8.79 22.70
H 1.99 -13.02 19.19
C 0.08 -14.98 19.36
O -4.91 -12.76 21.96
C -2.57 -10.30 17.20
C -3.07 -11.53 28.88
H -7.02 -11.45 26.46
C 1.48 -13.23 18.25
C -8.89 -9.09 29.34
H -9.45 -10.22 22.71
F -0.51 -16.70 23.03
C -7.77 -15.50 21.79
C -10.24 -9.06 20.47
H -10.31 -9.00 23.73
H -1.95 -9.96 19.36
H -5.15 -6.99 22.31
C -3.61 -18.82 20.40
C -3.12 -12.89 26.89
H -10.51 -13.98 21.92
O -8.53 -9.98 30.14
C 1.67 -7.85 19.60
H -2.93 -11.34 19.31
H -3.65 -19.79 20.90
F -10.45 -8.15 30.78
C 0.83 -16.45 23.35
O -14.87 -6.09 19.82
H -9.86 -14.68 18.28
C -0.10 -12.21 24.48
H -4.36 -18.51 19.67
H -1.15 -20.15 20.41
O -0.11 -14.60 24.69
H -2.35 -13.40 27.47
C -12.54 -6.57 20.86
F 1.32 -17.51 23.96
H 1.18 -8.43 18.82
H 3.11 -7.47 17.24
H -3.82 -13.99 20.63
C -2.76 -10.40 18.78
H -4.71 -16.97 25.58
O -12.38 -7.77 20.02
H -0.94 -18.93 21.54
F -5.86 -9.81 23.70
H -14.47 -6.49 21.76
H -11.09 -15.15 19.38
O -7.05 -15.02 26.74
C -4.74 -11.45 22.32
H -1.25 -11.83 17.42
H 0.78 -10.03 22.91
H -2.88 -13.02 21.65
O -3.67 -10.83 22.39
H -2.52 -12.38 29.29
H 0.87 -7.15 19.85
H -5.30 -13.27 26.29
H 2.18 -13.12 17.43
H -6.98 -16.62 25.38
H -9.38 -13.50 20.24
H -10.48 -7.27 19.29
H 0.09 -18.85 18.63
H -11.15 -9.99 22.60
C 3.02 -6.74 18.05
H -2.84 -12.70 25.85
C 4.40 -5.92 17.97
C -5.07 -16.17 26.23
O -6.76 -16.08 22.16
H -7.88 -10.11 25.71
H -13.77 -4.88 21.02
C -8.32 -14.46 26.14
H -6.75 -7.06 23.17
H 0.05 -11.21 24.89
C -4.48 -13.80 26.78
O -10.17 -8.45 21.70
C 0.13 -18.62 19.69
H -0.72 -10.53 22.35
H -8.76 -15.13 25.40
H -3.78 -18.05 21.16
O 2.94 -7.37 19.34
C 1.03 -15.16 24.12
H -11.67 -5.98 20.58
C -1.20 -19.06 20.49
O -5.92 -5.25 22.83
H -12.12 -6.83 21.83
H -10.53 -10.11 20.50
C -3.79 -13.61 21.65
O -8.79 -15.04 22.54
H 0.97 -13.38 25.98
C -11.05 -8.17 19.53
C -1.34 -11.03 16.68
H -5.70 -8.04 20.03
H 2.21 -6.09 17.70
H -8.62 -11.18 26.93
C -6.04 -10.89 22.88
C -0.33 -16.41 19.06
C -13.98 -5.94 20.95
C -7.23 -9.84 27.90
H -2.42 -10.68 29.09
H -2.72 -9.30 16.79
H -6.37 -9.25 27.62
C -6.42 -15.76 25.74
H -9.25 -9.02 20.01
H -5.27 -16.55 27.23
C -6.19 -7.08 19.85
O 1.01 -14.61 18.27
H 2.32 -4.11 19.20
C -10.16 -8.20 29.48
H -10.53 -15.70 21.66
H -16.58 -5.81 21.07
H 2.59 -9.43 20.62
H -0.83 -13.56 26.11
H 1.88 -8.36 21.72
H -0.81 -14.36 19.36
O -4.21 -15.01 26.04
C -16.20 -5.66 20.06
H -9.66 -16.34 19.07
O -2.38 -18.48 19.90
O 0.45 -17.22 19.86
H 4.58 -5.40 17.03
H -6.95 -7.05 19.07
H -4.43 -15.46 23.01
C -3.62 -14.79 22.71
O -6.00 -3.23 21.99
H 3.27 -3.40 17.88
H -3.94 -11.60 29.53
C -9.88 -14.83 21.67
O -8.00 -14.95 20.51
O 4.41 -4.80 18.94
F -11.24 -8.62 28.90
H 0.63 -12.58 18.02
*
```

Results
HOMO level = -9.4425 eV
SMILES = CCOC(=O)C(F)(F)F.CCOC(=O)C(F)(F)F.CCOC(=O)C(F)(F)F.C[C@H]1COC(=O)O1.C[C@H]1COC(=O)O1.C[C@H]1COC(=O)O1.COCCOCCOC.COCCOCCOC.COCCOCCOC.COCCOCCOC
strongest force on any atom = 5.994 eV/Å
LUMO = 0.0 eV
gap between HOMO and LUMO = 9.413 eV

---

(3)
DFT (wB97M-V/def2-TZVPD) results for a molecular structure, C17H28AgBBr2ClF3O3.

```
! RIJCOSX wB97M-V def2-TZVPD def2/J DEFGRID3
* xyz 1 2
H -0.05 -1.29 4.39
H 4.41 0.72 -3.86
H -2.36 -2.30 1.73
H 0.40 0.37 -2.30
C -0.69 -2.78 2.94
B 0.69 -0.53 -0.17
O 2.19 -0.57 -2.31
H 2.36 1.32 -3.11
H -2.97 2.64 -0.61
C 1.89 -1.26 0.69
H -1.35 4.51 0.92
C -1.23 3.66 0.27
F 1.84 -2.65 0.48
Ag 1.58 -2.88 -1.93
H -3.12 4.39 -0.53
C 0.09 -2.35 4.18
H 5.90 -0.91 -2.89
C -1.41 -0.43 2.15
H -2.10 3.66 -1.72
H 4.93 1.23 -2.30
Br -4.29 -0.20 1.55
C -1.52 -0.17 0.64
C -1.14 2.42 1.14
C 4.31 0.51 -2.81
H -0.30 3.73 -0.29
Br -5.16 0.01 -1.62
H 0.34 -1.41 -2.24
O -0.63 -1.10 0.00
H -0.05 -2.93 2.07
H 4.35 -1.67 -2.98
C -2.43 -0.06 -2.27
Cl -0.06 2.69 2.52
C -3.35 -0.07 -1.09
H -1.13 -3.75 3.14
H 4.97 -1.02 -1.44
H 1.15 -2.49 4.02
C -1.83 -1.84 2.56
H -3.02 -0.11 -3.17
H -2.52 -1.82 3.39
C -2.43 3.58 -0.69
C -0.78 1.17 0.34
H -0.17 -2.94 5.05
H -1.82 -0.96 -2.25
C 2.86 0.69 -2.37
F 3.14 -0.87 0.35
H -1.84 0.85 -2.35
C 4.89 -0.86 -2.50
C -2.96 -0.15 0.18
H -0.42 -0.16 2.50
H 2.84 1.18 -1.40
H -2.08 0.27 2.65
H -2.13 2.25 1.54
H -0.97 1.47 -0.70
O 0.57 0.81 0.34
F 1.75 -1.10 2.00
C 0.87 -0.50 -1.85
*
```

Results
HOMO level (spin up / spin down) = -11.9039 / -11.6683 eV
strongest force on any atom = 2.821 eV/Å
LUMO (spin up / spin down) = -4.5 / -7.8 eV
gap between HOMO and LUMO (spin up / spin down) = 7.386 / 3.886 eV

---

- Which value of strongest force on any atom does entry 3 give?
  2.821 eV/Å

---

- Among the records above, which one has the highest strongest force on any atom?
  C48H89F9O27

---

- strongest force on any atom of number 3 (C17H28AgBBr2ClF3O3)?
  2.821 eV/Å